# 1
67
Properties=species:S:1:pos:R:3 method="wB97M-V/def2-TZVPD" orbital_gap_ev=6.156 total_charge=+1 relative_energy_ev=3.8134
Sr -1.0738 1.0188 -0.0832
C -3.2457 -0.3303 2.1645
O -3.0059 0.7160 1.2350
C -3.7766 1.8901 1.4587
C -3.7925 2.6756 0.1532
O -2.4798 2.8428 -0.3574
C -1.8543 4.1222 -0.2444
C -0.9066 4.1885 0.9416
O 0.0137 3.1093 0.8203
C 1.2771 3.3532 1.4213
H -4.2820 -0.6740 2.1164
H -3.0302 -0.0152 3.1892
H -2.5813 -1.1500 1.8976
H -3.3355 2.4867 2.2675
H -4.8025 1.6362 1.7409
H -4.2961 3.6331 0.2971
H -4.3471 2.1012 -0.5926
H -2.5943 4.9224 -0.1930
H -1.2716 4.2375 -1.1592
H -1.4388 4.1243 1.9015
H -0.3795 5.1461 0.9127
H 1.7232 4.2691 1.0289
H 1.9191 2.5107 1.1710
H 1.1961 3.4426 2.5094
C 0.2714 0.8971 4.3815
C -0.3859 1.1128 3.1832
N -0.0331 0.4846 2.0663
C 0.9909 -0.3757 2.1238
C 1.6317 -0.5957 3.3488
N 1.2796 0.0338 4.4569
C 1.3753 -1.0512 0.8609
C 2.4086 -1.9684 0.8063
C 2.7584 -2.5513 -0.4178
C 2.0145 -2.1764 -1.5253
C 0.9437 -1.2873 -1.3932
N 0.6454 -0.7230 -0.2145
C 0.0988 -0.9440 -2.5314
C 0.0465 -1.6333 -3.6962
N -0.5042 -1.0868 -4.8455
C -1.2389 -0.0528 -4.7832
C -1.6756 0.5295 -3.4778
N -0.8108 0.1077 -2.3538
C 3.8763 -3.5196 -0.5152
C 4.8239 -3.6501 0.4984
C 5.8379 -4.5861 0.3655
N 5.9713 -5.3776 -0.6917
C 5.0782 -5.2502 -1.6657
C 4.0240 -4.3509 -1.6244
H -0.0066 1.4080 5.2947
H -1.2204 1.8035 3.1214
H 2.4506 -1.2956 3.4514
H 2.9414 -2.2399 1.7028
H 2.2617 -2.5413 -2.5097
H 0.4933 -2.6114 -3.8143
H -1.5226 0.4507 -5.7028
H -2.7440 0.3683 -3.3017
H 4.8116 -3.0254 1.3804
H 6.5809 -4.7061 1.1457
H 5.2091 -5.9025 -2.5214
H 3.3261 -4.3272 -2.4488
S -1.6120 3.4430 -3.6161
C -1.1869 1.9396 -3.1136
N -0.3625 1.4727 -2.1674
N -2.9598 -1.3881 -0.8860
H -2.9834 -1.5311 -1.8896
H -3.9250 -1.3011 -0.5855
H -2.6143 -2.2578 -0.4920



# 2
50
Properties=species:S:1:pos:R:3 method="wB97M-V/def2-TZVPD" s_squared=3.829 spin_multiplicity=4 orbital_gap_ev="2.154 / 5.137" total_charge=-2
V 11.8396 9.6404 10.0815
Cl 10.6572 6.1905 9.1142
C 9.6962 7.6656 9.0561
C 10.1855 8.8214 9.5856
C 9.4439 10.0254 9.5899
Cl 10.4661 11.5056 9.9646
C 8.0637 10.0158 9.3887
Cl 7.1353 11.3870 9.6442
C 7.5518 8.7177 9.0454
Cl 5.9094 8.3920 9.5375
C 8.3219 7.6298 8.7499
Cl 7.5805 6.2971 7.9829
C 12.0125 8.8983 11.6506
H 12.9134 8.9465 12.2346
H 11.1900 8.5993 12.2893
F 18.6787 10.0009 8.2884
C 18.3520 8.6887 8.2345
C 17.0768 8.2503 8.6451
C 16.8747 6.8783 8.7061
F 15.5617 6.4501 8.9527
C 17.9421 5.9683 8.4515
F 17.7695 4.6475 8.5372
C 19.1531 6.4503 8.0244
F 20.2158 5.5950 7.9308
C 19.3447 7.8029 7.8273
F 20.4926 8.1961 7.2129
Ge 15.7531 9.6279 9.2815
S 13.5846 9.0404 8.6963
C 15.8341 11.1680 7.9967
C 15.6300 12.4477 8.4587
F 15.0956 12.5702 9.6849
C 16.0151 13.5865 7.7793
F 16.0840 14.8082 8.4441
C 16.3208 13.4738 6.4426
F 16.5378 14.5305 5.6232
C 16.4244 12.1451 5.8367
F 16.7582 11.9404 4.5345
C 16.2049 11.0681 6.6788
F 16.3039 9.8039 6.1567
C 16.4157 9.9472 11.1163
C 15.9753 9.2185 12.1933
F 15.2931 8.0209 11.9635
C 16.1164 9.6137 13.5372
F 15.4415 8.9585 14.5111
C 16.7903 10.7867 13.7828
F 16.8679 11.2215 15.0596
C 17.3708 11.4649 12.7360
F 18.3109 12.4625 12.9348
C 17.1544 11.0746 11.4326
F 17.7115 11.8112 10.4907



# 3
70
Properties=species:S:1:pos:R:3 method="wB97M-V/def2-TZVPD" orbital_gap_ev=7.349 relative_energy_ev=0.8422
Cd 0.3768 -0.8388 0.1679
C -0.5622 4.3543 -0.1809
C -1.5600 3.6215 -1.0847
N -1.7266 2.1925 -0.7770
C -2.3513 1.5385 -1.9281
C -2.5205 0.0290 -1.8120
C -2.5060 2.0493 0.4572
C -2.1907 0.8360 1.3415
N -0.7796 0.6725 1.6665
C -0.3741 0.6358 2.9439
C 0.9715 0.2885 3.2421
F 1.8198 0.1045 2.1883
C 1.4829 0.0595 4.4938
F 2.7725 -0.3056 4.5961
C 0.7087 0.2021 5.6269
C -0.5790 0.6543 5.4034
F -1.3720 0.8768 6.4623
C -1.0955 0.8923 4.1484
F -2.3461 1.4194 4.1143
H -0.8408 5.4042 -0.0916
H 0.4459 4.3228 -0.5938
H -0.5486 3.9264 0.8229
H -1.2281 3.7001 -2.1219
H -2.5339 4.1319 -1.0294
H -1.7129 1.7350 -2.7934
H -3.3364 1.9898 -2.1357
H -1.5917 -0.4471 -1.4840
H -2.7693 -0.3718 -2.7945
H -3.3233 -0.2488 -1.1312
H -3.5838 2.0181 0.2294
H -2.3321 2.9390 1.0640
H -2.5292 -0.0812 0.8507
H -2.8209 0.9650 2.2178
H 1.0750 -0.0313 6.6135
N 1.1239 1.4584 -0.6266
N 2.3158 1.9573 -0.0928
C 3.3998 1.1753 0.1422
N 4.3991 1.7232 0.8349
N 3.3929 -0.0484 -0.3588
N 4.4799 -0.8377 -0.1901
O 5.5565 -0.3837 0.2106
O 4.3311 -2.0143 -0.4768
H 0.9901 1.8155 -1.5634
H 0.3188 1.7186 -0.0526
H 2.2623 2.8170 0.4292
H 4.2735 2.5790 1.3453
H 5.2189 1.1538 0.9788
N 0.7914 -1.5219 -2.2484
C -0.1672 -2.5141 -2.5105
C -1.0184 -2.3820 -3.6067
C -1.9903 -3.3290 -3.8769
C -2.1324 -4.4247 -3.0408
C -1.2943 -4.5563 -1.9446
C -0.2998 -3.6218 -1.6592
C 0.5795 -3.8672 -0.4759
C 1.1434 -5.1368 -0.3353
C 1.8673 -5.4694 0.7982
C 2.0044 -4.5443 1.8206
C 1.4642 -3.2721 1.6738
C 0.7731 -2.9038 0.5211
H 1.0121 -0.9662 -3.0616
H 1.6423 -1.8869 -1.8272
H -0.9111 -1.5140 -4.2494
H -2.6242 -3.2164 -4.7472
H -2.8921 -5.1689 -3.2403
H -1.4028 -5.4072 -1.2839
H 1.0141 -5.8611 -1.1310
H 2.3166 -6.4516 0.8739
H 2.5501 -4.7980 2.7210
H 1.6082 -2.5622 2.4820



# 4
69
Properties=species:S:1:pos:R:3 method="wB97M-V/def2-TZVPD" s_squared=2.002 spin_multiplicity=3 orbital_gap_ev="5.254 / 5.258" total_charge=-1 relative_energy_ev=0.0143
Tm 0.3137 1.9316 -0.6658
C 3.8429 -2.8357 0.6367
C 2.9421 -2.2044 1.7002
S 1.5556 -1.2322 1.0972
C 0.5591 -2.4499 0.2170
C 0.9050 -2.6950 -1.2648
S 1.3410 -1.1854 -2.1743
C 2.8967 -1.6417 -2.9673
C 3.9779 -2.3688 -2.1644
S 4.4920 -1.6497 -0.5824
H 3.3019 -3.6140 0.0992
H 4.6991 -3.3097 1.1199
H 3.5126 -1.4987 2.3078
H 2.5733 -2.9847 2.3719
H -0.4565 -2.0579 0.2784
H 0.5764 -3.3914 0.7718
H 0.0467 -3.1540 -1.7586
H 1.7368 -3.3901 -1.3483
H 3.2769 -0.6820 -3.3235
H 2.6786 -2.2495 -3.8490
H 4.8722 -2.4029 -2.7891
H 3.6993 -3.4055 -1.9769
S 0.6687 2.0936 -3.4352
S -0.7882 3.5339 -3.8073
S -2.4022 3.0412 -2.6419
S -1.9117 3.5140 -0.6788
Cl 0.0456 0.6905 4.3015
C 0.8781 2.1485 3.7741
C 1.4970 2.9249 4.7278
C 2.1479 4.1138 4.3877
C 2.1295 4.5061 3.0524
C 1.5120 3.7064 2.1207
Cl 1.4136 4.2828 0.4425
C 0.8428 2.4467 2.3566
N 0.2905 1.7218 1.4203
H 1.4640 2.6021 5.7616
H 2.6285 4.7225 5.1411
H 2.5847 5.4386 2.7404
S 5.0763 2.3253 0.3169
C 4.8742 2.8922 -1.2849
C 3.6423 2.5627 -1.7383
N 2.8709 1.8512 -0.8408
C 3.5135 1.6636 0.2754
H 5.6436 3.4462 -1.7956
H 3.2192 2.7987 -2.7039
H 3.0777 1.1575 1.1262
C -7.0692 -2.4351 -0.8060
C -5.7464 -1.7435 -0.6107
C -4.8363 -1.6431 -1.6529
C -3.6037 -1.0145 -1.5006
C -2.6724 -0.9400 -2.6809
C -3.3099 -0.4552 -0.2471
C -2.0698 0.2704 0.0098
O -1.1190 0.2931 -0.7718
C -4.2191 -0.5375 0.8268
C -3.9281 0.0745 2.1783
C -5.4230 -1.1925 0.6260
H -7.1667 -2.8299 -1.8165
H -7.8958 -1.7442 -0.6291
H -7.1809 -3.2628 -0.1029
H -5.0875 -2.0648 -2.6203
H -3.1054 -1.4781 -3.5244
H -1.6887 -1.3531 -2.4611
H -2.4937 0.0983 -2.9715
H -1.9435 0.7951 0.9637
H -3.0019 -0.2996 2.6161
H -4.7435 -0.1455 2.8661
H -3.8269 1.1593 2.1088
H -6.1303 -1.2644 1.4457



# 5
71
Properties=species:S:1:pos:R:3 method="wB97M-V/def2-TZVPD" orbital_gap_ev=4.915 total_charge=-1 relative_energy_ev=0.0375
Na -0.9905 -0.8704 2.2547
C 0.2878 -3.7269 -2.5668
C 1.6909 -3.0843 -2.5666
S 1.7347 -1.5763 -1.5602
C 3.5279 -1.3187 -1.5821
C 3.9474 -0.1630 -0.6391
S 2.7955 0.2976 0.6894
C 3.2441 -0.8629 1.9939
C 2.9778 -2.3397 1.7074
S 1.2191 -2.7694 1.8473
C 1.2341 -4.1623 0.6749
C -0.1386 -4.5131 0.1139
S -0.7913 -3.4074 -1.1475
H 0.3956 -4.8038 -2.7155
H -0.2767 -3.3526 -3.4223
H 1.9780 -2.8817 -3.6017
H 2.4295 -3.7856 -2.1674
H 3.8806 -1.0911 -2.5906
H 4.0088 -2.2545 -1.2837
H 4.0708 0.7483 -1.2251
H 4.9296 -0.3840 -0.2154
H 2.6489 -0.5280 2.8465
H 4.2970 -0.7155 2.2440
H 3.5730 -2.9359 2.4051
H 3.3107 -2.5934 0.7008
H 1.6415 -5.0504 1.1652
H 1.9175 -3.8920 -0.1306
H -0.8931 -4.4266 0.9032
H -0.1352 -5.5338 -0.2753
O -0.6642 4.1221 4.9728
C -0.4526 4.7720 3.8486
O -0.4123 5.9836 3.7986
C -0.2733 3.9472 2.6183
C -0.2989 4.4400 1.3325
Cl -0.4348 6.0481 0.7844
N -0.1064 3.3957 0.4820
N 0.0786 2.2514 1.1634
C -0.0262 2.5563 2.4382
C 0.0676 1.4304 3.4559
O -0.4563 1.6541 4.5733
O 0.6181 0.3815 3.0776
C -0.0420 3.3431 -0.9343
C 0.8134 2.4107 -1.5120
C 0.8863 2.3162 -2.8930
C 0.1223 3.1538 -3.6947
C -0.7518 4.0573 -3.1081
C -0.8546 4.1447 -1.7283
H -0.6184 3.1006 4.8535
H 1.3813 1.7488 -0.8707
H 1.5426 1.5761 -3.3338
H 0.1949 3.0905 -4.7736
H -1.3773 4.6901 -3.7254
H -1.5666 4.8164 -1.2737
N -2.6764 0.9801 -3.0861
C -2.8296 0.9908 -1.7060
C -1.9431 0.2660 -0.8889
N -2.0917 0.2189 0.4141
C -3.1292 0.8878 0.9364
C -3.9853 1.6069 0.1331
N -3.8440 1.6696 -1.1960
H -1.7111 0.9383 -3.3804
H -3.1670 1.7471 -3.5226
H -1.0988 -0.2623 -1.3155
H -3.2832 0.8245 2.0067
H -4.8143 2.1556 0.5642
C -3.7539 -3.5772 1.3889
C -2.5567 -2.7391 1.8758
O -2.8913 -1.8323 2.6680
H -4.6606 -3.3832 1.9761
H -3.5185 -4.6464 1.3822
H -3.9298 -3.2981 0.3419



# 6
69
Properties=species:S:1:pos:R:3 method="wB97M-V/def2-TZVPD" s_squared=6.012 spin_multiplicity=5 orbital_gap_ev="9.298 / 6.910" total_charge=+1
Os 0.0007 -0.3308 0.5350
N 2.1432 0.2002 -0.4764
C 2.4703 1.5695 -0.0644
C 1.5652 2.0138 1.0839
O 1.9174 2.7231 1.9877
O 0.3157 1.5531 0.9924
H 2.8296 -0.4822 -0.1660
H 2.0423 0.1074 -1.4805
H 2.2874 2.2558 -0.8922
H 3.5128 1.6732 0.2344
C -0.4781 -1.5103 4.7540
P 0.2626 -0.1975 3.7986
C -0.8430 1.2042 3.7804
C 1.8074 0.2925 4.5424
O 0.5695 -0.7644 2.3833
H -0.6639 -1.1623 5.7698
H 0.1837 -2.3755 4.7749
H -1.4226 -1.7997 4.2917
H -1.2315 1.3443 4.7906
H -1.6763 1.0214 3.1007
H -0.3133 2.0968 3.4518
H 1.6281 0.5927 5.5750
H 2.2269 1.1353 3.9923
H 2.5007 -0.5480 4.5298
O 0.1507 -2.1172 0.0195
Si 0.8339 -3.6467 -0.0022
C 0.3389 -4.5783 1.5290
C 0.9597 -5.8063 1.7773
C 0.6303 -6.5612 2.8908
C -0.3298 -6.0993 3.7811
C -0.9554 -4.8831 3.5524
C -0.6196 -4.1303 2.4361
C 2.6849 -3.3647 -0.0369
C 3.5100 -3.9849 -0.9748
C 4.8866 -3.7945 -0.9600
C 5.4659 -2.9784 -0.0028
C 4.6668 -2.3677 0.9575
C 3.2958 -2.5700 0.9403
C 0.2417 -4.4813 -1.5492
C 0.6059 -3.9815 -2.8035
C 0.1509 -4.5718 -3.9694
C -0.6792 -5.6832 -3.9007
C -1.0553 -6.1928 -2.6686
C -0.5978 -5.5946 -1.5032
H 1.7128 -6.1807 1.0925
H 1.1188 -7.5100 3.0653
H -0.5925 -6.6909 4.6477
H -1.7122 -4.5296 4.2412
H -1.1150 -3.1832 2.2671
H 3.0747 -4.6204 -1.7365
H 5.5064 -4.2849 -1.6984
H 6.5376 -2.8302 0.0081
H 5.1200 -1.7555 1.7266
H 2.6900 -2.1281 1.7263
H 1.2569 -3.1168 -2.8726
H 0.4419 -4.1719 -4.9311
H -1.0308 -6.1517 -4.8099
H -1.7030 -7.0568 -2.6146
H -0.8964 -6.0052 -0.5460
O -2.4060 -1.2869 1.3987
H -2.6937 -1.9810 0.7914
H -2.9399 -0.5120 1.1656
F -2.7915 2.7706 -2.2260
C -2.3460 1.5351 -2.4259
F -1.4193 1.5649 -3.3817
F -3.3636 0.7750 -2.8469
C -1.7962 0.9438 -1.1078
O -0.7242 0.2202 -1.2492
O -2.3781 1.1144 -0.0582



# 7
62
Properties=species:S:1:pos:R:3 method="wB97M-V/def2-TZVPD" s_squared=2.040 spin_multiplicity=3 orbital_gap_ev="5.041 / 5.599" total_charge=+4 relative_energy_ev=1.6543
Mo -0.4727 -0.0144 0.1280
N 1.2332 -1.7222 -3.6923
C 0.4383 -1.8575 -2.4218
C -1.0243 -2.1586 -2.7666
C -1.8533 -2.6222 -1.5571
N -2.0819 -1.5123 -0.5932
C -1.1841 -3.7878 -0.8421
C 0.2138 -3.3926 -0.3875
N 0.1497 -2.2989 0.6141
C 1.0727 -2.9759 -1.5890
H 0.9091 -0.9573 -4.3060
H 1.1586 -2.5922 -4.2508
H 2.2428 -1.5878 -3.5163
H 0.4923 -0.8704 -1.8624
H -1.0600 -2.9767 -3.4895
H -1.4992 -1.2875 -3.2278
H -2.8227 -2.9648 -1.9422
H -2.5151 -1.9397 0.2340
H -2.8431 -0.9578 -0.9931
H -1.1288 -4.6492 -1.5074
H -1.7899 -4.1042 0.0098
H 0.6892 -4.2694 0.0698
H 1.0721 -2.2634 1.0546
H -0.4700 -2.6133 1.3682
H 1.1902 -3.8661 -2.2131
H 2.0669 -2.6873 -1.2383
N 0.6403 2.0543 0.2720
C -0.0904 3.2018 -0.2265
C 0.4044 4.4865 -0.1457
C -0.3381 5.5601 -0.6555
C -1.5592 5.3319 -1.2399
C -2.0983 4.0284 -1.3078
C -3.3596 3.7614 -1.8659
C -3.8255 2.4658 -1.8153
C -3.0339 1.4665 -1.2555
N -1.7984 1.6356 -0.7775
C -1.3470 2.9306 -0.7800
H 0.8232 2.2325 1.2664
H 1.5740 2.0779 -0.1579
H 1.3661 4.6790 0.3099
H 0.0568 6.5619 -0.5805
H -2.1336 6.1501 -1.6473
H -3.9482 4.5561 -2.3001
H -4.8055 2.2109 -2.1874
H -3.4899 0.4894 -1.1960
I -1.6338 0.5475 2.6237
C 0.2431 0.1065 3.6329
C 0.2967 0.1000 5.0005
C 1.5304 -0.1402 5.6256
C 2.6602 -0.3395 4.8729
C 2.6125 -0.3125 3.4615
C 3.7744 -0.4664 2.6805
C 3.7207 -0.4042 1.3095
C 2.4860 -0.2073 0.6768
C 1.3028 -0.0937 1.3817
C 1.3591 -0.1053 2.7933
H -0.5754 0.2787 5.6110
H 1.5782 -0.1583 6.7040
H 3.6101 -0.5193 5.3550
H 4.7235 -0.6038 3.1763
H 4.6204 -0.4944 0.7209
H 2.4704 -0.1385 -0.4177